Formula: C4H8N2
Source: OMol25
Level of theory: ωB97M-V/def2-TZVPD

Calculated values
- HOMO energy (eV) = -8.95
- HOMO-LUMO gap (eV) = 9.775
- E_tot (Ha) = -266.68326
- energy relative to the best compared isomer or geometry (same formula, charge and spin) (eV) = 1.054
- structure (SMILES) = CN(C)CC#N
- maximum force (eV Å⁻¹) = 1.1
- total charge = 0

Geometry (Å):
C: -0.28 1.27 0.51
N: -0.38 0.08 -0.32
C: -1.36 -0.88 0.15
C: 0.87 -0.57 -0.69
C: 2.07 0.24 -0.43
N: 3.04 0.82 -0.16
H: -1.25 1.47 0.96
H: -0.01 2.14 -0.10
H: 0.46 1.18 1.33
H: -1.13 -1.29 1.15
H: -1.42 -1.72 -0.56
H: -2.34 -0.41 0.19
H: 0.85 -0.85 -1.75
H: 1.05 -1.50 -0.12


Formula: C4H7NO
Source: OMol25
Level of theory: ωB97M-V/def2-TZVPD

Calculated values
- HOMO energy (eV) = -9.98
- HOMO-LUMO gap (eV) = 10.980
- E_tot (Ha) = -286.56932
- energy relative to the best compared isomer or geometry (same formula, charge and spin) (eV) = 1.696
- structure (SMILES) = C[C@H]1CN1C=O
- maximum force (eV Å⁻¹) = 0.7
- total charge = 0

Geometry (Å):
C: -1.68 -0.57 0.38
C: -0.24 -0.50 -0.04
C: 0.17 0.50 -1.07
N: 0.50 0.68 0.34
C: 1.86 0.57 0.65
O: 2.40 -0.40 1.12
H: -1.80 -0.85 1.43
H: -2.21 -1.31 -0.23
H: -2.17 0.40 0.23
H: 0.33 -1.43 0.00
H: 1.00 0.24 -1.73
H: -0.57 1.18 -1.48
H: 2.41 1.50 0.40


Formula: C4H4N2O
Source: OMol25
Level of theory: ωB97M-V/def2-TZVPD

Calculated values
- HOMO energy (eV) = -9.81
- HOMO-LUMO gap (eV) = 10.347
- E_tot (Ha) = -339.45811
- energy relative to the best compared isomer or geometry (same formula, charge and spin) (eV) = 3.362
- maximum force (eV Å⁻¹) = 6.4
- total charge = 0

Geometry (Å):
C: -0.58 1.32 -0.51
C: 1.65 0.03 -0.04
C: 0.30 0.63 0.56
C: -0.27 -0.59 -0.11
N: -1.01 0.22 -1.05
N: 1.00 -1.01 -0.60
O: 2.83 0.37 -0.12
H: -0.64 2.41 -0.57
H: 0.41 1.02 1.64
H: -1.01 -1.46 0.57
H: 1.48 -1.84 -0.82


Formula: C18H39NO11
Source: OMol25
Level of theory: ωB97M-V/def2-TZVPD

Calculated values
- HOMO energy (eV) = -9.16
- HOMO-LUMO gap (eV) = 9.673
- E_tot (Ha) = -1591.35154
- structure (SMILES) = NOC(=O)OCCCCOC=O.COCCOCCOC.COCCOCCOC
- maximum force (eV Å⁻¹) = 5.8
- total charge = 0

Geometry (Å):
N: -1.90 0.83 -3.35
O: -0.71 0.93 -4.06
C: 0.15 1.93 -3.49
O: -0.17 3.14 -3.39
O: 1.41 1.44 -2.99
C: 1.10 0.20 -2.27
C: 2.22 -0.15 -1.16
C: 1.46 -0.56 0.20
C: 1.44 0.58 1.33
O: 1.74 1.92 0.86
C: 0.60 2.58 0.33
O: -0.58 2.45 0.73
H: -2.08 -0.20 -3.28
H: -1.81 1.18 -2.38
H: 0.12 0.39 -1.68
H: 1.00 -0.70 -2.98
H: 3.03 0.64 -1.04
H: 2.76 -1.11 -1.53
H: 0.40 -0.98 0.01
H: 2.05 -1.45 0.64
H: 0.46 0.48 1.91
H: 2.28 0.32 2.08
H: 0.79 3.34 -0.51
C: 7.27 -1.13 6.92
O: 7.26 -0.42 5.69
C: 6.71 -1.18 4.62
C: 5.89 -0.30 3.69
O: 4.63 0.12 4.23
C: 4.68 1.09 5.28
C: 5.16 2.47 4.84
O: 6.57 2.48 4.64
C: 6.97 3.32 3.57
H: 8.03 -1.91 6.90
H: 7.50 -0.42 7.72
H: 6.28 -1.56 7.13
H: 6.09 -2.00 4.99
H: 7.56 -1.61 4.06
H: 5.63 -0.90 2.81
H: 6.46 0.55 3.32
H: 5.26 0.71 6.13
H: 3.65 1.19 5.63
H: 4.94 3.20 5.62
H: 4.63 2.75 3.92
H: 6.42 3.09 2.66
H: 8.03 3.14 3.38
H: 6.83 4.37 3.85
C: -8.61 0.93 -3.93
O: -7.86 -0.17 -4.41
C: -6.52 0.19 -4.76
C: -5.54 -0.92 -4.38
O: -5.31 -1.05 -2.97
C: -6.39 -1.57 -2.19
C: -6.69 -3.04 -2.46
O: -7.39 -3.20 -3.69
C: -7.04 -4.40 -4.37
H: -8.85 1.61 -4.75
H: -9.54 0.54 -3.50
H: -8.07 1.46 -3.14
H: -6.22 1.12 -4.27
H: -6.50 0.34 -5.84
H: -4.57 -0.67 -4.81
H: -5.83 -1.88 -4.82
H: -7.28 -0.95 -2.29
H: -6.06 -1.48 -1.15
H: -7.34 -3.43 -1.67
H: -5.75 -3.61 -2.46
H: -5.95 -4.48 -4.49
H: -7.48 -4.36 -5.37
H: -7.43 -5.27 -3.84


Formula: C3H7NO3
Source: OMol25
Level of theory: ωB97M-V/def2-TZVPD

Calculated values
- HOMO energy (eV) = -9.75
- HOMO-LUMO gap (eV) = 10.557
- E_tot (Ha) = -398.88326
- energy relative to the best compared isomer or geometry (same formula, charge and spin) (eV) = 4.201
- structure (SMILES) = C[C@](O)(C=O)ON
- maximum force (eV Å⁻¹) = 3.9
- total charge = 0

Geometry (Å):
C: 1.32 0.51 0.02
C: -0.06 -0.14 -0.36
O: 0.28 -1.39 -0.74
C: -0.71 0.69 -1.49
O: -1.12 0.15 -2.47
O: -1.02 -0.09 0.70
N: -0.62 -0.57 1.90
H: 2.09 -0.21 0.10
H: 1.35 1.13 0.93
H: 1.76 1.29 -0.81
H: -0.36 -1.85 -1.21
H: -0.79 1.82 -1.32
H: -1.00 0.09 2.72
H: -1.13 -1.43 2.04


Formula: C8H31BO9
Source: OMol25
Level of theory: ωB97M-V/def2-TZVPD

Calculated values
- HOMO energy (eV) = -7.62
- HOMO-LUMO gap (eV) = 7.881
- E_tot (Ha) = -1024.86082
- energy relative to the best compared isomer or geometry (same formula, charge and spin) (eV) = 10.125
- maximum force (eV Å⁻¹) = 6.1
- total charge = 0

Geometry (Å):
O: -24.24 9.96 -25.91
H: -23.43 10.21 -25.48
H: -24.94 9.77 -25.28
H: -24.55 10.75 -26.38
B: -25.45 10.27 -23.97
H: -25.62 11.29 -23.67
H: -25.84 9.68 -23.15
H: -25.92 10.00 -24.90
H: -24.37 10.18 -23.97
C: -27.87 9.01 -24.33
C: -26.89 7.81 -24.05
O: -25.96 7.92 -25.12
O: -27.75 10.06 -23.47
H: -28.88 8.58 -24.30
H: -27.71 9.51 -25.29
H: -27.39 6.86 -24.26
H: -26.53 7.91 -23.03
H: -25.63 8.81 -24.95
H: -26.87 10.43 -23.59
C: -22.43 11.98 -25.71
C: -23.72 12.73 -26.08
O: -24.58 11.87 -26.81
O: -22.56 10.87 -24.86
H: -21.64 12.62 -25.32
H: -22.02 11.75 -26.70
H: -23.45 13.54 -26.77
H: -24.17 13.16 -25.19
H: -25.35 12.39 -27.04
H: -21.86 10.86 -24.20
C: -24.03 9.86 -29.18
C: -22.78 10.52 -28.58
O: -21.49 9.95 -28.89
O: -25.21 10.53 -28.81
H: -24.06 8.80 -28.91
H: -23.95 9.95 -30.26
H: -22.75 10.75 -27.52
H: -22.82 11.52 -29.00
H: -21.33 9.83 -29.83
H: -25.96 9.95 -28.96
C: -22.86 7.32 -25.54
C: -23.67 7.65 -24.26
O: -23.08 8.52 -23.33
O: -22.82 8.39 -26.49
H: -23.22 6.44 -26.07
H: -21.83 7.10 -25.24
H: -24.01 6.77 -23.72
H: -24.62 7.99 -24.68
H: -23.51 8.37 -22.49
H: -22.10 8.30 -27.12